*a*
C5H11N3 | wB97M-V/def2-TZVPD

Last column: Mulliken charge in e.
Positions of all 19 atoms, in Å:
C (0.193, -0.514, 0.056)  0.398
C (0.174, 1.973, -0.125)  -0.008
C (-2.207, -0.738, 0.013)  -0.444
C (-1.897, 0.713, 0.131)  -0.481
C (2.783, -0.393, 0.188)  -0.759
N (-0.871, -1.313, 0.093)  -0.161
N (-0.417, 0.856, 0.085)  0.164
N (1.459, -0.818, -0.071)  -0.163
H (-0.516, 2.860, -0.311)  0.296
H (1.179, 2.107, -0.506)  0.273
H (-2.826, -1.177, 0.901)  0.306
H (-2.600, -1.185, -0.834)  0.347
H (-1.983, 1.298, -0.794)  0.388
H (-2.445, 1.316, 0.950)  0.358
H (3.025, 0.511, -0.344)  0.321
H (3.444, -1.224, -0.064)  0.294
H (2.833, -0.193, 1.268)  0.379
H (-0.696, -2.248, -0.178)  0.223
H (1.367, -1.829, -0.456)  0.267

## Properties
Total charge: +2
LUMO energy, eV: -10.2
HOMO level, eV: -19.19
Spin multiplicity: 1
HOMO-LUMO gap, eV: 9.0

*b*
C5H11N3 | wB97M-V/def2-TZVPD

Last column: Mulliken charge in e.
Positions of all 19 atoms, in Å:
C (0.771, -0.922, -0.025)  0.436
C (-2.398, -0.539, 0.174)  0.226
C (2.067, -0.159, 0.028)  -0.530
C (1.656, 1.334, 0.043)  -0.518
C (0.108, 1.337, 0.138)  -0.557
N (-0.183, -0.049, 0.034)  -0.102
N (-3.195, 0.314, -0.245)  -0.125
N (0.702, -2.220, -0.137)  -0.331
H (-2.573, -1.476, 0.685)  0.412
H (2.617, -0.442, 0.929)  0.365
H (2.693, -0.410, -0.834)  0.366
H (2.089, 1.865, 0.890)  0.320
H (1.978, 1.839, -0.868)  0.312
H (-0.242, 1.745, 1.090)  0.340
H (-0.340, 1.901, -0.686)  0.317
H (-4.224, 0.213, -0.164)  0.330
H (-2.906, 1.182, -0.713)  0.298
H (1.545, -2.781, -0.145)  0.252
H (-0.166, -2.734, -0.194)  0.188

## Properties
Total charge: +2
LUMO energy, eV: -11.2
HOMO level, eV: -18.75
Spin multiplicity: 1
HOMO-LUMO gap, eV: 7.5

Stability summary - winner: *a*; margin: 91.9 kJ/mol.